# 1
The following is a quantum chemistry calculation of C18H37O2P3Re as an isolated structure at a distorted geometry, from the OMol25 dataset.

The value obtained for the frontier orbital gap (alpha / beta) is 0.169 / 0.175 Eh. The largest force on an atom comes out at 6.26 eV Å⁻¹. The expectation value of S² is 3.81. For the energy relative to the best compared isomer or geometry (same formula, charge and spin), the calculation gives 0.0 kJ/mol.

Geometry as ORCA input:
```
! RIJCOSX wB97M-V def2-TZVPD def2/J DEFGRID3
* xyz 4 4
Re 0.055 -0.015 1.975
P 1.708 0.976 3.208
P -0.887 1.709 0.769
P 1.436 -0.530 0.190
H -1.742 -2.234 1.975
C -0.721 -2.028 1.650
C 0.342 -2.052 2.645
H 0.085 -2.261 3.680
C 1.470 1.381 5.004
C 2.521 2.576 2.726
C 3.227 -0.068 3.420
C -2.258 1.346 -0.437
C -1.693 3.142 1.638
C 0.146 2.767 -0.361
C 2.350 -2.139 0.214
C 2.860 0.540 -0.321
C 0.611 -0.743 -1.453
H -0.536 -2.487 0.677
H 1.291 -2.512 2.384
H 1.059 0.511 5.524
H 0.770 2.214 5.108
H 2.421 1.661 5.472
H 1.770 3.373 2.748
H 2.909 2.505 1.707
H 3.342 2.842 3.403
H 2.932 -1.012 3.888
H 3.984 0.427 4.040
H 3.664 -0.302 2.446
H -2.618 2.252 -0.941
H -3.090 0.872 0.091
H -1.900 0.635 -1.186
H -2.056 3.881 0.915
H -0.961 3.618 2.298
H -2.537 2.811 2.247
H -0.463 3.559 -0.810
H 0.584 2.172 -1.165
H 0.958 3.224 0.212
H 2.910 -2.255 -0.720
H 1.651 -2.973 0.316
H 3.047 -2.167 1.056
H 3.312 0.163 -1.246
H 3.620 0.535 0.465
H 2.537 1.570 -0.476
H 1.313 -1.123 -2.204
H 0.203 0.207 -1.803
H -0.216 -1.448 -1.337
C -2.563 -0.892 -5.158
C -3.680 -1.426 -5.806
C -3.884 -2.806 -5.808
C -2.981 -3.656 -5.170
C -1.868 -3.111 -4.525
C -1.652 -1.735 -4.515
O -2.308 0.459 -5.120
H -3.013 0.921 -5.601
H -4.387 -0.766 -6.305
H -4.754 -3.215 -6.314
H -3.142 -4.729 -5.173
H -1.157 -3.763 -4.024
H -0.791 -1.301 -4.017
O -1.972 0.550 4.379
C -1.257 0.350 3.531
*
```

# 2
The following is a quantum chemistry calculation of C25H35GaN8O4 as an isolated structure, from the OMol25 dataset.

The value obtained for the frontier orbital gap is 0.304 Eh. The largest force on an atom comes out at 0.81 eV Å⁻¹.

Geometry as ORCA input:
```
! RIJCOSX wB97M-V def2-TZVPD def2/J DEFGRID3
* xyz 2 1
Ga 0.481 0.126 0.116
O 2.499 0.365 0.422
C 3.093 0.925 1.375
C 2.495 1.558 2.482
C 3.317 2.113 3.487
C 2.751 2.769 4.547
C 1.358 2.914 4.644
C 0.537 2.388 3.680
C 1.071 1.688 2.574
O 0.262 1.203 1.666
N 3.608 3.354 5.577
O 3.075 4.087 6.370
O 4.774 3.054 5.539
H 4.191 0.927 1.328
H 4.392 2.028 3.423
H 0.960 3.460 5.486
H -0.535 2.501 3.749
C -4.358 0.662 -1.559
N -3.366 1.659 -1.217
C -3.753 3.028 -1.543
C -2.513 3.844 -1.205
N -1.528 2.820 -0.899
C -0.171 3.268 -0.769
C -2.052 1.578 -0.903
N -1.332 0.491 -0.636
C -1.938 -0.831 -0.733
C -0.867 -1.907 -0.893
N 0.095 -1.837 0.203
C 0.419 -2.929 0.905
N 0.172 -4.228 0.615
C -0.640 -4.901 -0.377
C 0.629 -5.099 1.697
C 1.464 -4.175 2.572
N 1.121 -2.866 2.049
C 1.536 -1.707 2.779
H -5.322 1.164 -1.600
H -4.435 -0.122 -0.813
H -4.170 0.234 -2.548
H -4.622 3.322 -0.949
H -4.019 3.093 -2.604
H -2.664 4.497 -0.340
H -2.172 4.462 -2.040
H -0.127 4.077 -0.034
H 0.189 3.657 -1.728
H 0.485 2.463 -0.434
H -2.572 -0.902 -1.613
H -2.521 -1.052 0.169
H -0.346 -1.747 -1.842
H -1.387 -2.856 -0.929
H -0.394 -4.584 -1.389
H -1.709 -4.780 -0.174
H -0.420 -5.965 -0.301
H 1.211 -5.931 1.296
H -0.237 -5.504 2.232
H 2.539 -4.355 2.467
H 1.201 -4.244 3.630
H 1.560 -1.958 3.839
H 0.810 -0.907 2.635
H 2.537 -1.380 2.483
N 1.397 0.249 -1.924
C 0.718 -0.045 -3.165
C 1.098 -1.157 -3.905
C 0.475 -1.431 -5.111
C -0.531 -0.602 -5.578
C -0.920 0.496 -4.828
C -0.295 0.783 -3.626
H 2.189 -0.394 -1.832
H 1.813 1.183 -1.989
H 1.895 -1.796 -3.550
H 0.786 -2.288 -5.687
H -0.997 -0.802 -6.530
H -1.708 1.140 -5.186
H -0.580 1.652 -3.053
*
```

# 3
The following is a quantum chemistry calculation of an isolated molecule of CHCl3N4 at a distorted geometry, from the OMol25 dataset.

The value obtained for the frontier orbital gap (alpha / beta) is 0.283 / 0.253 Eh. The largest force on an atom comes out at 1.92 eV Å⁻¹. For the energy relative to the best compared isomer or geometry (same formula, charge and spin), the calculation gives 298.2 kJ/mol.

Geometry as ORCA input:
```
! RIJCOSX wB97M-V def2-TZVPD def2/J DEFGRID3
* xyz 0 1
C 1.156 -1.106 0.345
N 1.356 0.087 0.561
N -1.105 -0.703 0.150
N 0.210 0.901 0.720
N -0.910 0.551 0.053
Cl -2.396 -1.525 -0.676
Cl 0.332 2.559 0.825
Cl -0.536 1.010 -1.920
H 1.892 -1.774 -0.058
*
```

# 4
The following is a quantum chemistry calculation of a 2-piece molecular cluster, C2H5I2P overall at a distorted geometry, from the OMol25 dataset.

The value obtained for the frontier orbital gap (alpha / beta) is 0.276 / 0.243 Eh. The largest force on an atom comes out at 2.67 eV Å⁻¹. For the energy relative to the best compared isomer or geometry (same formula, charge and spin), the calculation gives 225.3 kJ/mol.

Geometry as ORCA input:
```
! RIJCOSX wB97M-V def2-TZVPD def2/J DEFGRID3
* xyz 0 1
C -1.373 -0.772 -0.210
C -0.661 0.450 0.077
P 2.314 0.473 -0.731
I 3.307 2.340 0.454
I 2.381 -1.501 0.656
H -2.376 -0.317 -0.071
H -1.274 -1.122 -1.247
H -1.146 -1.474 0.562
H -0.266 0.648 1.102
H -0.905 1.275 -0.593
*
```

# 5
The following is a quantum chemistry calculation of C52H50ClN3O4P2RuS as an isolated structure at a distorted geometry, from the OMol25 dataset.

The value obtained for the frontier orbital gap (alpha / beta) is 0.238 / 0.248 Eh. The largest force on an atom comes out at 1.82 eV Å⁻¹. The expectation value of S² is 0.78.

Geometry as ORCA input:
```
! RIJCOSX wB97M-V def2-TZVPD def2/J DEFGRID3
* xyz 1 2
Ru 0.349 -0.327 0.162
C -5.889 -3.899 -0.447
C -5.208 -3.287 -1.491
C -4.017 -2.626 -1.242
C -3.509 -2.563 0.056
C -4.195 -3.169 1.103
C -5.386 -3.831 0.844
P -1.986 -1.603 0.293
C -1.427 -1.954 1.995
C -1.156 -3.282 2.332
C -0.699 -3.602 3.597
C -0.506 -2.602 4.542
C -0.779 -1.284 4.220
C -1.228 -0.951 2.948
C -2.490 0.129 0.382
C -3.783 0.630 0.407
C -3.959 2.006 0.492
C -2.855 2.847 0.529
C -1.564 2.332 0.486
C -1.362 0.961 0.395
H -6.807 -4.436 -0.642
H -5.604 -3.331 -2.497
H -3.469 -2.154 -2.049
H -3.810 -3.115 2.112
H -5.923 -4.296 1.660
H -1.278 -4.059 1.588
H -0.464 -4.630 3.839
H -0.132 -2.850 5.527
H -0.647 -0.505 4.959
H -1.464 0.081 2.722
H -4.634 -0.039 0.385
H -4.958 2.419 0.542
H -3.001 3.918 0.587
H -0.720 3.012 0.513
O 0.555 -2.777 -0.245
S 1.775 -2.778 0.592
O 2.047 -4.007 1.267
O 1.767 -1.583 1.462
C 3.040 -2.509 -0.637
C 4.294 -3.056 -0.428
C 5.269 -2.927 -1.405
C 4.981 -2.237 -2.574
C 3.728 -1.675 -2.772
C 2.727 -1.817 -1.812
P 1.051 -1.091 -2.057
C 0.139 -2.328 -3.009
C -1.137 -1.976 -3.447
C -1.888 -2.874 -4.186
C -1.368 -4.127 -4.483
C -0.105 -4.482 -4.034
C 0.652 -3.588 -3.293
C 1.248 0.254 -3.279
C 1.572 0.028 -4.616
C 1.685 1.096 -5.491
C 1.443 2.390 -5.048
C 1.091 2.620 -3.726
C 0.994 1.556 -2.844
H 4.479 -3.595 0.492
H 6.245 -3.371 -1.262
H 5.734 -2.139 -3.345
H 3.532 -1.136 -3.687
H -1.532 -0.994 -3.209
H -2.875 -2.601 -4.536
H -1.949 -4.828 -5.068
H 0.295 -5.462 -4.260
H 1.634 -3.872 -2.938
H 1.710 -0.984 -4.978
H 1.954 0.920 -6.524
H 1.506 3.217 -5.743
H 0.891 3.629 -3.389
H 0.717 1.718 -1.807
C 7.319 3.511 -3.516
C 7.274 2.330 -2.533
C 7.382 1.042 -3.368
C 8.475 2.409 -1.586
C 5.920 2.360 -1.750
O 4.839 2.241 -2.678
C 5.786 3.636 -0.864
C 4.432 4.367 -0.969
C 4.207 5.244 0.237
C 3.733 4.692 1.423
C 3.549 5.470 2.553
C 3.847 6.823 2.501
Cl 3.601 7.808 3.902
C 4.334 7.394 1.337
C 4.515 6.600 0.214
C 5.806 1.105 -0.863
N 4.532 0.996 -0.172
C 3.297 0.980 -0.672
N 2.422 0.856 0.314
C 3.204 0.774 1.429
N 4.481 0.865 1.170
H 8.293 3.536 -4.003
H 7.173 4.476 -3.029
H 6.571 3.402 -4.306
H 8.159 1.160 -4.123
H 6.441 0.832 -3.877
H 7.650 0.181 -2.753
H 9.391 2.481 -2.173
H 8.552 1.517 -0.964
H 8.430 3.281 -0.933
H 4.872 2.983 -3.290
H 6.571 4.349 -1.112
H 5.942 3.359 0.181
H 3.623 3.640 -1.038
H 4.409 4.978 -1.874
H 3.493 3.636 1.466
H 3.174 5.035 3.469
H 4.565 8.450 1.308
H 4.890 7.050 -0.697
H 6.566 1.124 -0.087
H 5.938 0.218 -1.479
H 3.083 1.107 -1.715
H 2.814 0.659 2.424
*
```

# 6
The following is a quantum chemistry calculation of a 2-piece molecular cluster, C5H7N overall, from the OMol25 dataset.

The value obtained for the frontier orbital gap is 0.393 Eh. The largest force on an atom comes out at 0.85 eV Å⁻¹. For the energy relative to the best compared isomer or geometry (same formula, charge and spin), the calculation gives 348.2 kJ/mol.

Geometry as ORCA input:
```
! RIJCOSX wB97M-V def2-TZVPD def2/J DEFGRID3
* xyz 0 1
C -0.791 0.285 1.362
C 0.563 2.136 -1.082
C 0.924 1.082 -1.540
C -0.087 -1.506 -0.247
N 1.183 -1.541 -0.150
C -1.015 -0.863 0.719
H -1.516 0.684 2.069
H 0.099 0.889 1.182
H 0.305 3.133 -0.794
H 1.299 0.190 -2.001
H -0.547 -1.961 -1.139
H 1.443 -1.067 0.722
H -1.900 -1.458 0.932
*
```